1.
{
  "formula": "C48H56ClN8",
  "method": "ωB97M-V with the def2-TZVPD basis set",
  "energy_ha": -2758.06527,
  "homo_lumo_gap_ev": 7.12,
  "e_lumo_ev": -14.98,
  "largest_force_ev_per_a": 3.2,
  "spin_multiplicity": 1,
  "total_charge": 7,
  "symbols": ["C", "N", "C", "C", "C", "C", "C", "C", "C", "C", "N", "C", "C", "C", "H", "H", "H", "H", "H", "H", "H", "H", "H", "H", "H", "H", "H", "H", "C", "N", "C", "C", "C", "C", "C", "C", "C", "C", "N", "C", "C", "C", "H", "H", "H", "H", "H", "H", "H", "H", "H", "H", "H", "H", "H", "H", "C", "N", "C", "C", "C", "C", "C", "C", "C", "C", "N", "C", "C", "C", "H", "H", "H", "H", "H", "H", "H", "H", "H", "H", "H", "H", "H", "H", "C", "N", "C", "C", "C", "C", "C", "C", "C", "C", "N", "C", "C", "C", "H", "H", "H", "H", "H", "H", "H", "H", "H", "H", "H", "H", "H", "H", "Cl"],
  "coordinates": [[-1.946837, -7.018083, 4.436963], [-1.326394, -6.554374, 3.060643], [-1.496801, -7.355447, 2.017321], [-0.875701, -7.090600, 0.806757], [-0.066100, -5.950316, 0.732065], [0.040377, -5.113208, 1.835252], [-0.586204, -5.424759, 2.994650], [0.860903, -5.801813, -0.379603], [1.410264, -6.940077, -0.915586], [2.365802, -6.820377, -1.876441], [2.723214, -5.584216, -2.328030], [2.181285, -4.470953, -1.839975], [1.243795, -4.540635, -0.833602], [3.850456, -5.449780, -3.370515], [-1.596006, -8.037030, 4.536468], [-3.032995, -6.924569, 4.445626], [-1.453050, -6.431640, 5.222369], [-2.092767, -8.262107, 2.225193], [-0.981543, -7.772906, -0.006189], [0.742359, -4.295656, 1.779003], [-0.465035, -4.918683, 3.927934], [1.271675, -7.966226, -0.530235], [2.892490, -7.627088, -2.376665], [2.544850, -3.543257, -2.281713], [0.730870, -3.654334, -0.443870], [3.402126, -5.480624, -4.344589], [4.523518, -6.292821, -3.257149], [4.459814, -4.555533, -3.162664], [-2.907599, 1.449739, -0.413153], [-2.181507, 2.674435, -0.889739], [-1.485222, 3.412329, -0.009980], [-0.971408, 4.646271, -0.356510], [-1.278362, 5.181808, -1.624800], [-2.010876, 4.385126, -2.495060], [-2.470377, 3.173047, -2.090251], [-0.905015, 6.536453, -2.060799], [-1.686472, 7.269399, -2.971113], [-1.266476, 8.492133, -3.443408], [-0.155987, 9.039245, -2.997312], [0.615737, 8.394995, -2.105800], [0.241117, 7.170948, -1.616016], [0.333633, 10.336154, -3.593340], [-3.805159, 1.834474, 0.103118], [-2.176503, 0.831589, 0.119443], [-3.099491, 0.916524, -1.348292], [-1.351678, 2.994819, 0.985818], [-0.438585, 5.230711, 0.388130], [-2.374575, 4.832674, -3.410224], [-3.066734, 2.537403, -2.703284], [-2.574315, 6.876279, -3.423236], [-1.799525, 9.084890, -4.160930], [1.568841, 8.848773, -1.787222], [0.912533, 6.708401, -0.930978], [-0.155417, 11.226837, -3.204881], [0.052629, 10.308830, -4.653924], [1.413182, 10.431086, -3.510940], [-4.827946, -1.188807, 5.617140], [-4.601119, -1.744451, 4.220750], [-5.668074, -2.002785, 3.433709], [-5.512628, -2.626164, 2.194944], [-4.258197, -3.028686, 1.774012], [-3.167306, -2.715540, 2.596335], [-3.371230, -2.063255, 3.799602], [-4.063477, -3.810009, 0.577746], [-4.956896, -4.756395, 0.129388], [-4.815740, -5.383534, -1.085589], [-3.780652, -5.098445, -1.858075], [-2.828850, -4.259493, -1.445279], [-2.918055, -3.606320, -0.230891], [-3.658540, -5.719229, -3.213709], [-5.301679, -0.200223, 5.520855], [-3.877427, -1.024851, 6.105682], [-5.462558, -1.876955, 6.154534], [-6.617236, -1.645798, 3.807053], [-6.415286, -2.794196, 1.587727], [-2.133188, -2.750404, 2.298493], [-2.585216, -1.794374, 4.503358], [-5.742523, -5.107569, 0.767521], [-5.534842, -6.111128, -1.445696], [-2.051376, -4.077980, -2.150354], [-2.183897, -2.838681, 0.059178], [-2.607580, -5.604599, -3.502070], [-4.290543, -5.114994, -3.862601], [-3.929615, -6.766516, -3.210874], [7.975122, 4.911016, -3.197838], [7.002655, 4.440158, -2.150959], [7.336376, 4.633605, -0.821692], [6.431343, 4.320253, 0.147746], [5.160762, 3.919762, -0.194412], [4.907094, 3.648593, -1.543892], [5.876492, 3.888748, -2.504195], [4.140155, 3.481292, 0.830451], [3.537744, 2.207132, 0.871770], [2.634781, 1.899237, 1.874000], [2.356757, 2.809210, 2.827656], [2.846085, 4.062037, 2.786301], [3.798121, 4.386929, 1.840004], [1.506770, 2.415065, 3.990463], [8.372654, 3.963952, -3.649913], [8.808008, 5.376082, -2.662883], [7.366176, 5.514605, -3.885798], [8.343903, 4.981942, -0.622297], [6.643445, 4.517086, 1.219749], [3.930843, 3.320194, -1.893510], [5.748043, 3.619679, -3.531733], [3.746368, 1.366065, 0.235007], [2.214759, 0.927427, 2.006611], [2.493392, 4.679400, 3.595047], [4.276503, 5.342944, 1.834667], [1.106266, 3.278564, 4.525765], [2.096138, 1.956760, 4.791024], [0.764412, 1.777586, 3.523117], [-0.560238, -0.882206, 0.748123]],
  "atomic_forces_ev_per_a": [[1.39, 0.59, -0.95], [-0.88, 0.11, 1.96], [-0.40, -0.96, -0.32], [-0.07, 0.80, 0.91], [-0.50, -1.10, 0.56], [0.67, 0.47, -0.65], [-0.64, -1.10, 0.46], [-0.17, 0.77, -0.11], [0.70, -1.64, 0.17], [0.95, 1.12, -1.47], [1.23, -0.62, -0.53], [0.00, 0.52, 0.02], [-0.62, 0.04, -0.13], [-0.10, -0.22, 1.15], [-0.29, -0.26, 0.13], [0.23, 0.03, -0.22], [-0.35, -0.05, -0.29], [0.36, 0.55, -0.38], [-0.08, -0.36, -0.37], [-0.11, 0.26, 0.25], [0.09, 0.45, 0.25], [-0.32, 0.78, -0.17], [-0.16, -0.16, 0.34], [-0.20, -0.20, 0.23], [0.49, -0.09, -0.18], [-0.14, 0.24, -0.47], [-0.11, -0.22, 0.06], [-0.67, -0.22, -0.14], [0.70, 0.49, -0.99], [-0.42, 0.41, 0.94], [0.59, 0.11, 0.19], [-0.27, 0.31, -0.35], [0.00, -0.60, 0.47], [-0.37, 1.18, -0.03], [0.14, -0.70, -0.19], [-0.39, 1.13, -0.49], [0.30, -0.66, -0.12], [-0.69, -0.10, 0.19], [1.94, 1.13, 0.30], [0.50, 0.40, 0.30], [0.21, -0.04, -0.03], [-0.42, 0.00, -1.00], [0.44, -0.72, -0.13], [-0.41, 0.11, 0.48], [-0.58, -0.08, 0.41], [-0.07, -0.01, -0.28], [-0.11, -0.13, -0.10], [0.21, -0.50, -0.25], [-0.41, -0.16, -0.47], [-0.44, -0.10, 0.08], [-0.40, -0.05, -0.29], [-0.77, 0.00, -0.34], [0.32, -0.33, 0.42], [-0.14, -0.28, 0.60], [0.28, -0.09, 0.21], [-0.09, -0.22, 0.17], [-0.13, 0.76, -1.01], [-0.67, -0.25, 0.37], [0.41, 0.25, -0.31], [-1.09, 0.14, 0.48], [0.44, 0.19, 1.57], [-0.03, 1.14, 0.39], [0.02, -0.11, 0.26], [1.37, -0.18, -2.04], [-0.56, -0.53, 0.55], [-0.48, -0.24, 0.24], [0.25, -0.77, -0.67], [-0.07, 0.68, 0.80], [-0.38, 0.50, 0.16], [0.49, 0.83, 0.05], [-0.05, -0.46, -0.01], [0.19, -0.31, 0.03], [-0.07, -0.13, 0.19], [-0.16, -0.19, -0.02], [0.50, 0.07, 0.36], [0.19, -0.56, -0.32], [0.03, -0.14, -0.42], [-0.60, 0.12, 0.11], [0.07, 0.04, -0.01], [0.54, 0.13, -0.24], [-0.06, -0.35, -0.29], [-0.38, -0.15, -0.13], [-0.01, -0.32, -0.24], [-0.22, -0.06, 0.14], [0.00, -1.73, 0.13], [2.40, 1.02, 1.81], [-0.09, -0.27, -1.63], [0.03, 1.03, 1.96], [-1.03, -2.04, -0.97], [-0.45, 0.14, 0.00], [-1.39, -0.38, 0.55], [0.07, 0.12, 0.35], [-0.25, 0.17, 0.22], [0.93, 1.04, 0.39], [-0.28, 0.36, 0.41], [0.58, -0.73, 0.09], [-0.37, -0.23, -0.39], [0.19, 0.12, -0.04], [-0.34, 1.06, -0.06], [-0.35, 0.40, -0.54], [0.87, 0.00, 0.12], [-0.18, 0.13, -0.02], [0.29, -0.31, -0.91], [0.23, -0.20, 0.20], [-0.12, 0.18, -0.51], [0.36, 0.23, -0.58], [-0.32, -0.49, -0.08], [0.26, 0.45, -0.03], [-0.02, 0.56, 0.23], [-0.31, 0.15, -0.72], [0.15, -0.53, -0.61], [-0.33, -0.18, 0.74], [-0.03, -0.22, 0.07]]
}

***

2.
{
  "formula": "C24H36N2O5S",
  "method": "ωB97M-V with the def2-TZVPD basis set",
  "energy_ha": -1820.04396,
  "homo_lumo_gap_ev": 9.55,
  "e_lumo_ev": 0.62,
  "largest_force_ev_per_a": 1.0,
  "smiles": "Cc1cc(C)c(S(=O)(=O)NC[C@H]2CC[C@@H](C(=O)N3CCC4(CC3)OCCO4)CC2)c(C)c1",
  "spin_multiplicity": 1,
  "total_charge": 0,
  "symbols": ["C", "C", "C", "C", "C", "C", "C", "H", "C", "H", "H", "H", "S", "O", "O", "N", "H", "C", "H", "C", "C", "C", "H", "H", "C", "C", "O", "N", "C", "H", "C", "H", "H", "C", "C", "C", "H", "H", "H", "H", "O", "C", "H", "C", "H", "O", "H", "H", "H", "C", "C", "H", "H", "H", "H", "H", "H", "H", "H", "H", "C", "H", "H", "H", "H", "H", "H", "H"],
  "coordinates": [[-1.208054, -3.007486, -1.820820], [0.164216, -2.692527, -1.318072], [1.194379, -2.456593, -2.218927], [2.476946, -2.146204, -1.797501], [2.737255, -2.078781, -0.424267], [1.727796, -2.316385, 0.503302], [0.450319, -2.618235, 0.031828], [-0.331587, -2.800641, 0.756431], [1.906844, -2.288504, 1.992191], [1.759294, -3.292456, 2.389654], [2.895249, -1.950362, 2.276316], [1.155472, -1.642330, 2.446066], [4.409437, -1.584839, 0.022588], [4.625559, -1.550127, 1.447282], [5.386092, -2.306295, -0.739632], [4.387801, -0.001160, -0.563304], [5.319256, 0.321879, -0.777867], [3.629168, 0.894068, 0.282568], [2.849192, 0.278863, 0.736416], [2.973028, 2.034686, -0.505158], [2.030717, 2.815637, 0.421805], [0.635177, 2.199206, 0.417855], [0.714559, 1.132773, 0.637532], [0.035549, 2.657288, 1.205390], [-0.037407, 2.390040, -0.955250], [-1.036655, 1.259437, -1.194807], [-0.789213, 0.337591, -1.951158], [-2.231551, 1.327121, -0.553789], [-2.654765, 2.262171, 0.458581], [-2.002371, 3.131617, 0.492945], [-2.703313, 1.578622, 1.827780], [-3.066125, 2.276462, 2.583198], [-1.716016, 1.224344, 2.122990], [-3.642834, 0.363165, 1.775839], [-3.224578, -0.564603, 0.624964], [-3.159257, 0.221216, -0.682101], [-2.811770, -0.415247, -1.495365], [-4.151807, 0.617038, -0.917317], [-2.245495, -0.981878, 0.861416], [-3.947085, -1.376434, 0.538436], [-4.989352, 0.769138, 1.576820], [-5.703521, 0.545084, 2.771341], [-6.725728, 0.266849, 2.515741], [-4.905022, -0.573736, 3.442312], [-4.932585, -0.546058, 4.530980], [-3.585149, -0.307279, 3.023758], [-5.230342, -1.559904, 3.084625], [-5.707596, 1.452005, 3.391225], [-3.668264, 2.596982, 0.206524], [1.021175, 2.390380, -2.070233], [2.196336, 1.487909, -1.711383], [1.810125, 0.493459, -1.490369], [2.863937, 1.395171, -2.567430], [0.561330, 2.029468, -2.990554], [1.376811, 3.407669, -2.243794], [-0.568399, 3.346423, -0.983898], [2.431521, 2.815271, 1.437373], [1.959763, 3.855403, 0.097726], [3.762413, 2.706803, -0.857568], [4.245603, 1.299857, 1.095428], [3.532626, -1.892956, -2.822983], [4.327977, -2.628851, -2.733189], [3.105790, -1.939921, -3.821826], [3.982293, -0.916408, -2.665003], [0.984150, -2.501664, -3.276839], [-1.185872, -3.892787, -2.454429], [-1.562926, -2.172537, -2.421659], [-1.900518, -3.177907, -1.000731]],
  "atomic_forces_ev_per_a": [[0.04, 0.05, -0.03], [0.10, 0.00, 0.14], [0.18, 0.04, 0.20], [-0.17, -0.11, -0.44], [0.48, 0.18, 0.25], [-0.10, -0.01, 0.26], [0.11, 0.02, -0.17], [-0.09, -0.03, 0.09], [0.09, 0.04, 0.19], [-0.02, -0.05, 0.06], [-0.20, -0.04, 0.17], [-0.07, 0.01, 0.03], [0.46, 0.61, 0.11], [-0.28, -0.01, -0.23], [-0.13, 0.06, -0.20], [-0.02, -0.94, 0.16], [0.28, -0.18, -0.04], [-0.23, 0.58, 0.20], [-0.15, 0.20, 0.14], [0.03, -0.25, 0.06], [0.04, -0.11, 0.03], [0.05, 0.29, 0.05], [-0.06, -0.11, 0.09], [-0.05, -0.12, 0.05], [0.05, -0.12, -0.20], [-0.05, 0.53, -0.01], [0.28, -0.32, -0.22], [-0.30, -0.14, -0.04], [0.11, 0.20, 0.38], [-0.05, -0.01, -0.06], [-0.43, -0.17, -0.08], [-0.03, -0.01, 0.07], [0.08, 0.03, 0.00], [0.66, -0.02, -0.26], [-0.30, 0.32, 0.20], [0.02, -0.43, -0.12], [-0.15, 0.11, 0.07], [0.04, -0.02, -0.06], [0.07, -0.03, -0.02], [-0.02, -0.06, 0.06], [0.16, -0.04, -0.29], [0.01, -0.04, 0.50], [0.03, 0.02, 0.07], [-0.42, -0.05, -0.15], [-0.06, -0.02, -0.05], [0.19, 0.19, -0.07], [-0.01, 0.08, 0.08], [-0.05, -0.10, -0.04], [0.13, 0.09, 0.01], [-0.07, -0.20, -0.08], [0.05, 0.25, -0.08], [0.00, -0.13, -0.02], [0.01, -0.13, -0.03], [0.03, 0.11, -0.01], [-0.01, 0.06, -0.01], [0.01, -0.05, 0.09], [0.03, 0.10, 0.05], [0.02, 0.06, 0.06], [0.00, 0.02, 0.00], [-0.12, -0.09, -0.02], [0.05, -0.13, -0.35], [0.00, 0.01, -0.14], [-0.04, 0.02, -0.04], [0.03, 0.03, -0.15], [0.03, 0.02, -0.16], [-0.06, -0.08, -0.03], [-0.09, 0.06, -0.05], [-0.10, -0.03, 0.05]]
}